Record 1
# C3H13N2

A cluster of 2 separate species, C3H13N2 in total at a distorted geometry (ωB97M-V with the def2-TZVPD basis set, the Open Molecules 2025 dataset).

2S+1: 2
Lowest unoccupied orbital energy (alpha / beta), eV: 1.05 / 0.71
E, Eh: -231.47107
Highest occupied orbital energy (alpha / beta), eV: -3.000 / -10.396
Expectation value of S²: 0.751
Max |F|, eV/Å: 1.19

Positions of all 18 atoms, in Å:
C -1.825 0.390 1.770
N -0.890 1.205 0.933
H -1.686 0.611 2.821
H -1.641 -0.649 1.616
H -2.865 0.567 1.539
H -0.038 0.566 0.670
H -1.421 1.604 0.124
H -0.621 2.035 1.525
C 0.496 -0.991 -1.973
C 1.516 -0.191 -1.199
N 1.294 -0.343 0.273
H 0.854 -2.013 -2.105
H 0.284 -0.587 -2.950
H -0.459 -1.051 -1.452
H 1.487 0.880 -1.410
H 2.514 -0.551 -1.435
H 2.164 -0.257 0.776
H 0.837 -1.226 0.477

=====

Record 2
# C3H13N2O

A cluster of 2 separate species, C3H13N2O in total at a distorted geometry (ωB97M-V with the def2-TZVPD basis set, the Open Molecules 2025 dataset).

2S+1: 2
Lowest unoccupied orbital energy (alpha / beta), eV: 0.52 / 0.42
E, Eh: -306.65946
Highest occupied orbital energy (alpha / beta), eV: -2.883 / -10.002
Expectation value of S²: 0.751
Max |F|, eV/Å: 3.88

Positions of all 19 atoms, in Å:
C -0.685 0.835 -0.479
C 0.007 0.696 0.948
C 1.493 0.815 0.885
N 2.133 0.032 -0.265
N -0.466 -0.334 -1.342
H -0.406 1.794 -1.052
H -1.752 1.204 -0.184
H -0.342 -0.235 1.464
H -0.303 1.599 1.627
H 1.729 1.895 0.425
H 1.997 0.757 1.929
H 2.201 -0.938 -0.039
H 3.067 0.362 -0.433
H -0.522 -0.135 -2.303
H 1.320 -0.287 -0.997
H -0.897 -1.229 -0.960
H -2.686 -1.840 -0.399
H -3.368 -2.689 0.783
O -2.521 -2.301 0.390

=====

Record 3
# C3H13N2O

A cluster of 3 separate species, C3H13N2O in total (ωB97M-V with the def2-TZVPD basis set, the Open Molecules 2025 dataset).

2S+1: 2
Lowest unoccupied orbital energy (alpha / beta), eV: 0.83 / -2.85
E, Eh: -306.69568
Highest occupied orbital energy (alpha / beta), eV: -8.826 / -8.585
Expectation value of S²: 0.760
Max |F|, eV/Å: 0.77

Positions of all 19 atoms, in Å:
C -1.540 0.905 -0.528
C -1.253 -0.480 0.032
C -0.311 -1.305 -0.861
N 0.631 -2.058 -0.047
N -0.304 1.642 -0.728
H -2.067 0.836 -1.484
H -2.247 1.402 0.145
H -0.734 -0.339 0.974
H -2.173 -1.018 0.260
H 0.208 -0.617 -1.544
H -0.880 -1.991 -1.489
H 1.267 -1.383 0.425
H 1.153 -2.743 -0.580
H -0.438 2.643 -0.822
H 3.446 3.563 4.813
H 0.474 1.382 -0.103
H 2.355 0.527 1.266
H 3.300 4.008 5.407
O 1.516 0.243 0.859

=====

Record 4
# C3H13N2O

A cluster of 2 separate species, C3H13N2O in total at a distorted geometry (ωB97M-V with the def2-TZVPD basis set, the Open Molecules 2025 dataset).

Net charge: +1
Lowest unoccupied orbital energy, eV: -2.89
E, Eh: -306.61010
Highest occupied orbital energy, eV: -13.618
Max |F|, eV/Å: 1.24

Positions of all 19 atoms, in Å:
C 1.191 0.739 -0.727
N 2.329 0.350 0.066
C 0.290 -0.489 -0.962
N -0.008 -1.187 0.366
C -0.399 -0.280 1.475
H 1.468 1.068 -1.733
H 0.613 1.517 -0.238
H 3.161 0.018 -0.377
H 2.615 1.035 0.740
H 0.800 -1.225 -1.574
H -0.681 -0.197 -1.354
H -0.772 -1.809 0.130
H 0.836 -1.683 0.605
H -1.172 0.365 1.063
H 0.437 0.317 1.810
H -0.844 -0.851 2.284
H -3.687 1.121 0.011
H -3.231 0.556 -1.250
O -2.946 0.632 -0.333